The following is a DFT calculation (ωB97M-V/def2-TZVPD) of a molecular structure, C42H62BN9O2S at a distorted geometry.

```
117
Properties=species:S:1:pos:R:3:forces:R:3
C 5.1862 -1.2921 -3.6981 -0.9 0.8 1.0
C 4.0512 -0.2686 -3.5160 0.8 -0.9 -1.1
C 3.8555 0.4108 -2.3313 0.1 0.3 0.8
C 2.8160 1.3163 -2.1851 -0.5 0.3 -0.2
C 1.9490 1.5685 -3.2419 -0.2 0.3 0.0
C 0.7582 2.5399 -3.0746 0.1 -0.8 -0.4
C -0.4331 1.9012 -3.8036 0.5 1.1 0.8
C -0.8006 2.1913 -5.0945 -0.6 -0.3 0.1
B -0.0285 3.2916 -5.9643 -0.5 -0.3 0.5
O 0.4057 2.9969 -7.2452 0.3 0.0 0.6
O 0.1362 4.5358 -5.4030 -0.1 -0.3 -0.5
C -1.9280 1.4625 -5.6734 0.5 0.4 -0.7
C -2.6392 0.5095 -5.0321 0.3 0.2 0.3
C -2.2707 0.2319 -3.6708 -0.5 0.2 -1.4
N -2.9227 -0.6607 -2.9331 1.2 0.5 1.2
S -2.1187 -0.6119 -1.5043 0.1 0.1 -0.1
N -0.9752 0.4963 -1.8049 -0.3 -0.1 0.1
C -1.1625 0.9245 -3.0539 -1.1 -1.1 -0.5
C 2.1659 0.8909 -4.4436 0.2 -0.3 -0.7
C 3.2105 -0.0236 -4.6028 -0.6 0.7 0.7
H 5.8836 -0.9120 -4.4563 -0.1 -0.4 0.2
H 5.6588 -1.3840 -2.7074 0.1 -0.1 -0.9
H 4.7338 -2.2562 -3.9703 0.4 0.2 -0.2
H 4.5075 0.2522 -1.4697 -0.1 -0.2 -0.4
H 2.6299 1.8366 -1.2425 0.2 -0.2 -0.2
H 0.5391 2.6708 -2.0038 0.0 -0.2 -0.3
H 0.9924 3.5364 -3.4670 0.1 -0.4 0.0
H 1.3692 2.9445 -7.2772 -0.1 0.2 -0.4
H -0.3739 4.5507 -4.5848 0.2 0.2 0.0
H -2.1891 1.6901 -6.7114 0.1 0.0 0.3
H -3.4523 -0.0244 -5.5220 0.2 0.1 0.3
H 1.5244 1.0294 -5.3172 0.0 0.1 0.4
H 3.3326 -0.5330 -5.5609 0.1 0.1 0.3
C -2.1736 -3.7717 1.3944 -0.1 -0.1 0.0
C -0.7359 -4.0406 1.8239 -0.3 -0.1 -0.2
C -0.1795 -2.9554 2.7521 -0.1 -0.1 -0.3
C -0.1846 -1.6488 2.0705 -3.1 -0.7 0.3
N -0.1887 -0.6312 1.5343 -3.6 -0.3 -0.3
H -2.2542 -2.8470 0.8190 0.0 0.0 0.1
H -2.5374 -4.5815 0.7607 0.0 0.0 0.0
H -2.8326 -3.6954 2.2613 0.0 0.0 0.0
H -0.1070 -4.1223 0.9343 0.1 0.0 0.1
H -0.6915 -5.0027 2.3379 0.1 0.1 0.1
H 0.8440 -3.1994 3.0427 -1.1 -0.2 -0.1
H -0.7821 -2.8834 3.6587 -0.1 0.2 0.0
C -2.5684 1.3346 3.9133 -0.1 -0.1 0.0
C -3.4734 1.1417 5.1279 0.2 0.2 -0.4
C -3.0336 -0.0233 6.0193 -0.2 0.0 -0.3
C -3.0618 -1.2857 5.2615 0.1 0.0 0.3
N -3.0842 -2.2643 4.6588 0.0 0.2 0.1
H -2.5837 0.4645 3.2543 0.1 0.0 0.0
H -2.9010 2.1905 3.3254 0.0 0.0 0.0
H -1.5343 1.5139 4.2177 0.0 0.0 0.0
H -4.4972 0.9780 4.7853 0.0 0.0 0.1
H -3.4774 2.0557 5.7186 -0.1 -0.2 0.0
H -3.7006 -0.1135 6.8778 0.0 -0.1 0.0
H -2.0211 0.1408 6.3933 0.0 -0.1 0.0
C 1.5066 6.0973 -8.5515 0.0 0.0 0.0
C 0.9266 6.8887 -9.7180 0.1 0.0 0.3
C 0.4811 5.9942 -10.8792 0.3 0.1 0.0
C 1.6266 5.2331 -11.4087 -0.2 -0.1 -0.1
N 2.5223 4.6434 -11.8216 -0.1 0.1 0.1
H 2.4071 5.5534 -8.8442 0.0 0.0 -0.1
H 1.7833 6.7680 -7.7372 0.0 0.0 0.0
H 0.7810 5.3791 -8.1672 0.0 0.0 0.0
H 1.6728 7.6048 -10.0700 -0.1 0.0 -0.1
H 0.0693 7.4664 -9.3663 0.0 0.0 -0.1
H 0.0612 6.6002 -11.6828 0.0 -0.1 -0.1
H -0.2862 5.2923 -10.5486 0.0 0.0 0.0
C 4.3301 -4.5928 -0.9995 0.0 0.0 0.0
C 5.7222 -4.8321 -0.4197 -0.3 -0.1 -0.2
C 6.1854 -3.7082 0.5138 0.0 0.0 -0.3
C 6.2465 -2.4308 -0.2153 0.1 0.0 0.3
N 6.2947 -1.4372 -0.7909 0.2 -0.2 0.5
H 4.3006 -3.6932 -1.6193 0.1 0.0 0.0
H 4.0351 -5.4312 -1.6322 0.0 0.0 0.0
H 3.5880 -4.4889 -0.2063 0.1 0.0 -0.1
H 6.4358 -4.9448 -1.2396 0.1 0.0 0.1
H 5.7198 -5.7728 0.1344 0.1 0.1 0.1
H 7.1761 -3.9310 0.9124 0.0 0.1 0.0
H 5.4977 -3.6034 1.3548 0.0 0.1 0.0
C -2.2654 5.8976 6.6022 0.0 0.0 0.0
C -2.4003 5.6325 8.0978 0.1 0.2 -0.2
C -2.5441 4.1433 8.4280 -0.3 0.2 -0.1
C -3.7508 3.5915 7.7875 0.1 -0.1 0.2
N -4.6903 3.1610 7.2841 0.1 0.2 0.2
H -3.1548 5.5779 6.0564 0.0 0.0 0.0
H -2.1365 6.9639 6.4157 0.0 0.0 0.0
H -1.4011 5.3741 6.1872 0.0 0.0 0.0
H -3.2648 6.1791 8.4801 0.0 -0.1 0.1
H -1.5202 6.0250 8.6110 0.0 -0.1 0.1
H -2.6235 4.0014 9.5063 0.0 -0.1 0.0
H -1.6724 3.5877 8.0771 0.0 0.0 0.0
C -6.7036 -6.5998 4.2942 0.0 0.0 0.0
C -6.0406 -5.7043 5.3353 -0.2 -0.2 -0.1
C -4.7594 -5.0387 4.8217 -0.1 -0.4 0.2
C -3.7674 -6.0618 4.4473 0.1 0.3 -0.1
N -2.9956 -6.8621 4.1552 -0.1 0.1 0.0
H -6.0558 -7.4305 4.0094 0.0 0.1 0.0
H -7.6246 -7.0281 4.6918 0.0 0.0 0.0
H -6.9537 -6.0349 3.3935 0.0 0.0 0.0
H -5.8160 -6.2985 6.2241 0.1 0.1 0.0
H -6.7456 -4.9271 5.6382 0.1 0.1 0.0
H -4.3309 -4.4004 5.5924 0.1 0.0 -0.1
H -4.9718 -4.4176 3.9509 0.1 0.0 0.0
C 3.2126 -0.5806 1.0125 0.2 0.0 0.3
C 2.2057 -0.7506 2.1430 2.0 0.2 -0.5
C 2.5780 -1.8811 3.1088 0.5 0.3 -0.2
C 2.6350 -3.1688 2.3942 0.8 0.2 0.2
N 2.6796 -4.1709 1.8329 0.0 0.1 0.1
H 3.2666 -1.4718 0.3838 0.0 0.0 0.0
H 2.9227 0.2505 0.3701 0.0 -0.1 0.0
H 4.2126 -0.3753 1.4025 0.1 0.0 -0.1
H 1.2189 -0.9412 1.7143 4.0 0.5 0.3
H 2.1363 0.1839 2.7038 -0.1 0.0 0.2
H 1.8367 -1.9552 3.9055 0.3 0.0 0.1
H 3.5496 -1.6901 3.5681 0.1 -0.1 0.0
```
Positions in Å, forces in eV/Å.

The calculation puts the HOMO energy at -8.443 eV. The multiplicity is 1. As for the maximum force: 4.057 eV/A.

The following is a DFT calculation (ωB97M-V/def2-TZVPD) of 6 unconnected molecules or ions with the total composition C42H62BrF10N4O17 at a distorted geometry.

```
136
Properties=species:S:1:pos:R:3:forces:R:3
C 8.5040 -4.7929 1.2098 -0.5 0.1 0.1
O 7.6496 -3.6724 1.1907 0.4 0.3 0.3
C 8.0703 -2.6776 0.2679 -0.8 -0.3 -0.1
C 7.2499 -1.4228 0.5266 0.4 -0.3 -0.4
C 8.0747 -0.1666 0.5466 -0.2 0.6 -0.1
C 7.3148 1.1237 0.9287 -0.2 -0.5 0.7
C 5.8353 1.0063 1.3761 0.8 0.5 -0.8
C 5.3019 2.4311 1.5486 -0.2 -0.3 0.6
C 4.5534 2.8320 2.8323 0.0 -0.4 -0.1
C 3.5009 1.9455 3.5100 -0.5 0.5 -0.5
C 2.1433 1.8995 2.7631 0.4 -0.6 0.4
C 1.7875 0.4880 2.2710 0.1 0.6 -0.1
C 0.4761 0.4437 1.5235 0.9 0.1 0.4
C -0.5660 1.1268 2.0398 0.3 0.1 0.1
C -1.8002 1.1437 1.4240 -0.8 1.1 0.9
C -2.8237 1.9843 2.1248 -0.5 -0.3 0.4
C -3.6369 1.1894 3.1725 0.3 0.4 0.2
C -2.9571 1.1456 4.5510 -0.6 -1.1 -0.3
C -2.0946 -0.1218 4.6283 0.8 0.5 0.0
O -0.7657 0.1607 5.0841 -0.2 0.2 0.2
C -1.9915 0.4420 0.2897 -0.1 -0.7 -0.7
C -3.3696 0.5076 -0.3566 -0.3 0.7 -0.6
F -4.3238 0.2989 0.5426 -0.3 -0.1 0.8
F -3.6125 -0.4012 -1.3146 0.2 -0.3 -0.3
C -3.6953 1.9289 -1.0250 0.0 -0.9 -0.8
F -3.8760 1.7715 -2.3411 0.1 -0.2 -0.4
F -2.6965 2.7895 -0.8985 0.3 0.4 0.3
F -4.8058 2.4210 -0.5609 -0.5 0.5 0.7
N -0.9356 -0.2663 -0.2385 -0.1 -0.1 -0.7
C -1.1259 -1.0785 -1.4655 -0.4 0.2 -0.1
C -1.3193 -0.2781 -2.7507 0.1 -1.3 -0.2
C -2.1558 -1.1308 -3.7171 0.3 0.3 -0.2
Br 0.4367 -0.0312 -3.5812 0.0 0.7 0.1
C 0.2640 -0.2587 0.3408 0.7 0.2 -0.1
C 1.4089 -1.0073 -0.2194 -0.1 -0.6 -0.2
C 1.5023 -2.3718 0.5139 -0.7 -1.5 0.4
N 0.2689 -2.5752 1.3208 -0.2 0.4 0.1
N 1.6787 -3.4668 -0.4445 0.2 0.5 -0.2
N 2.6062 -2.4403 1.4233 0.7 0.2 0.2
H 8.3152 -5.3196 2.1328 -0.1 -0.2 0.3
H 9.5482 -4.5013 1.2080 0.3 0.1 -0.2
H 8.2733 -5.4606 0.3827 0.2 -0.1 -0.3
H 7.8458 -3.0459 -0.7335 0.3 -0.1 -0.3
H 9.1368 -2.4852 0.3317 0.4 0.0 0.2
H 6.7213 -1.5814 1.4481 -0.4 0.0 0.4
H 6.5567 -1.3291 -0.2903 -0.8 0.0 -0.1
H 8.9217 -0.2975 1.2089 0.3 0.0 0.1
H 8.4541 -0.0333 -0.4603 0.4 0.0 -0.2
H 7.3823 1.8562 0.1373 0.0 0.2 -0.3
H 7.8138 1.5615 1.7871 0.3 0.3 0.1
H 5.8085 0.4020 2.2701 -0.3 -0.2 0.3
H 5.2884 0.5370 0.5690 -0.4 -0.5 0.1
H 4.7171 2.7042 0.6821 -0.2 0.1 -0.3
H 6.1757 3.0711 1.5300 0.1 0.4 -0.1
H 4.0453 3.7574 2.5895 -0.1 0.4 0.1
H 5.2887 3.0765 3.5885 0.3 0.0 0.2
H 3.2892 2.4358 4.4519 0.1 0.0 0.4
H 3.8380 0.9493 3.7672 0.3 -0.3 -0.1
H 2.1573 2.6204 1.9575 -0.2 0.1 -0.3
H 1.3743 2.1694 3.4772 -0.1 0.4 0.0
H 2.6283 0.0923 1.7280 0.1 -0.3 -0.3
H 1.6898 -0.1208 3.1649 0.0 -0.4 0.2
H -0.4298 1.6821 2.9463 -0.1 0.2 0.3
H -2.2927 2.7351 2.6897 0.3 0.4 0.0
H -3.4816 2.5261 1.4662 -0.3 0.0 -0.3
H -3.7351 0.1638 2.8500 -0.3 -0.3 -0.2
H -4.6312 1.6033 3.2225 -0.2 0.2 0.1
H -2.4070 2.0394 4.8115 0.3 0.2 -0.1
H -3.7315 1.0213 5.2942 -0.3 0.2 0.3
H -2.0039 -0.5714 3.6465 -0.1 -0.2 -0.3
H -2.5585 -0.8618 5.2653 -0.1 -0.2 0.3
H -0.1671 -0.2606 4.4694 0.3 -0.2 0.1
H -1.9752 -1.7096 -1.2948 -0.4 -0.1 0.1
H -0.3177 -1.7618 -1.6390 0.4 0.0 0.4
H -1.7772 0.6742 -2.5597 0.2 0.5 -0.1
H -1.5707 -1.4030 -4.5773 0.2 -0.1 -0.3
H -3.0081 -0.5895 -4.0935 -0.4 0.1 0.1
H -2.4716 -2.0587 -3.2661 -0.3 -0.2 0.2
H 2.3071 -0.4368 -0.0789 0.4 0.1 0.2
H 1.3497 -1.1434 -1.2816 0.0 -0.1 -0.4
H 0.4424 -3.3394 1.9782 -0.1 0.3 -0.4
H -0.4922 -2.8965 0.7304 -0.1 0.0 0.0
H 1.5831 -4.3191 0.0945 0.1 -0.2 0.0
H 0.9107 -3.4803 -1.1048 0.0 0.0 -0.2
H 2.3028 -2.2138 2.3585 0.0 0.2 0.1
H 2.9703 -3.3831 1.4825 0.1 0.0 -0.2
C -3.8521 1.6767 -5.6956 0.1 -0.1 0.1
C -4.8272 2.8160 -5.8950 0.2 0.1 -0.3
O -5.3920 2.5060 -7.1555 -0.2 -0.2 0.3
C -5.3425 1.1508 -7.3025 0.1 0.0 -0.1
O -5.9494 0.5328 -8.1045 0.0 0.0 -0.1
O -4.4981 0.6065 -6.3874 0.0 0.2 0.1
F -4.1971 4.0115 -5.9652 -0.1 0.0 0.0
H -2.8865 1.8824 -6.1609 -0.1 0.2 -0.1
H -3.6995 1.4287 -4.6514 -0.1 -0.2 0.0
H -5.6196 2.8733 -5.1468 0.0 0.1 0.0
C -0.3236 4.4603 -0.2403 -0.1 -0.1 0.2
C 0.0432 4.5488 -1.7059 0.0 0.4 0.1
O 1.3886 4.9850 -1.6529 0.0 -0.4 0.1
C 1.9193 4.5315 -0.4826 0.1 0.1 0.0
O 3.0713 4.4835 -0.2298 0.1 0.0 0.0
O 0.9306 4.1226 0.3589 -0.1 0.0 -0.2
F -0.7031 5.4663 -2.3592 0.0 0.0 0.0
H -0.6707 5.4176 0.1500 0.0 0.1 -0.2
H -1.0678 3.6995 -0.0305 0.3 0.0 0.2
H -0.0065 3.5994 -2.2456 -0.1 0.0 -0.1
C 1.3000 -8.1344 1.9008 -0.1 -0.1 -0.2
C 1.3660 -8.1490 3.4128 0.4 -0.1 -0.1
O 1.6910 -6.7915 3.7072 -0.4 0.0 0.0
C 1.1929 -6.0372 2.7110 0.1 -0.1 0.0
O 1.0596 -4.8532 2.7618 0.2 -0.2 0.2
O 0.8600 -6.7873 1.6444 0.0 -0.1 0.1
F 2.3474 -8.9511 3.8692 0.0 0.1 0.0
H 2.2805 -8.2878 1.4515 0.1 0.0 0.1
H 0.6015 -8.8583 1.4930 -0.2 0.2 -0.1
H 0.4299 -8.4089 3.9082 0.0 0.0 0.1
C -6.1085 -0.2609 -11.3566 -0.1 0.2 0.0
C -4.9855 -1.0023 -12.0443 0.0 -0.2 0.3
O -5.5835 -2.2473 -12.3436 -0.1 0.2 -0.3
C -6.9262 -2.0267 -12.4987 -0.1 0.0 0.1
O -7.6777 -2.7870 -12.9995 -0.1 -0.1 0.0
O -7.2638 -0.8119 -12.0019 0.2 0.0 0.0
F -3.9270 -1.2022 -11.2158 0.0 0.0 -0.1
H -6.1490 -0.4774 -10.2903 0.1 -0.1 0.0
H -6.0599 0.8152 -11.4984 -0.2 0.0 -0.1
H -4.6311 -0.5401 -12.9671 0.1 0.0 0.0
C -5.2545 4.5534 7.8932 0.1 0.2 0.1
C -5.0407 3.0680 8.0825 -0.4 0.0 0.1
O -5.5371 2.5372 6.8618 0.4 0.1 -0.1
C -5.3688 3.4938 5.9074 -0.2 0.1 0.0
O -5.4351 3.2956 4.7404 0.0 0.0 -0.1
O -5.1092 4.6916 6.4720 0.0 -0.1 0.2
F -5.7658 2.5759 9.1104 0.0 0.0 -0.1
H -6.2587 4.8574 8.1884 -0.1 -0.2 0.0
H -4.5262 5.1621 8.4205 0.1 0.1 -0.2
H -3.9979 2.7713 8.2072 0.0 -0.1 0.1
```
Positions in Å, forces in eV/Å.

The calculation puts the HOMO energy at -11.106 eV. The multiplicity is 1. As for the maximum force: 1.703 eV/A. The net charge is +1.